1.
45
Properties=species:S:1:pos:R:3:forces:R:3 method="wB97M-V/def2-TZVPD" charge=+1 multiplicity=6 e_homo_ha="-0.3628 / -0.3628" molar_mass_g_mol=593.9 homo_lumo_gap_ev="7.10 / 7.25" largest_force_ha_per_bohr=0.0231 s2=8.7626
Sm -0.191508 -0.758105 0.003340 1.1 -0.5 -0.2
C -2.763140 3.099370 -3.735429 0.1 -0.3 0.2
N -2.540318 1.849904 -2.998616 -0.2 0.2 -0.2
C -3.150507 0.660559 -3.308868 0.1 0.2 -0.1
C -2.677618 -0.256462 -2.424353 0.1 0.1 0.1
N -1.793281 0.360362 -1.575473 -0.1 -0.2 0.0
C -1.725255 1.632361 -1.938237 -0.1 -0.1 -0.1
P -0.710691 2.923512 -1.157582 -0.1 0.4 -0.2
C -1.009192 2.567917 0.589959 0.1 0.1 0.2
N -0.833648 1.404781 1.193261 -0.2 -0.4 0.2
C -1.085876 1.600162 2.525278 0.0 -0.1 -0.1
C -1.406461 2.907396 2.727695 0.0 0.2 -0.2
N -1.344297 3.514986 1.500022 -0.2 0.2 0.1
C -1.593254 4.942100 1.268225 0.0 -0.3 0.1
C 0.954800 2.222920 -1.296337 0.1 0.0 0.0
N 1.387698 1.112289 -0.717989 0.0 -0.2 -0.1
C 2.722491 1.013202 -1.004304 -0.1 0.0 0.1
C 3.100493 2.083807 -1.752928 -0.2 0.2 -0.2
N 1.973223 2.843023 -1.945091 0.2 0.2 0.0
C 1.926120 4.077184 -2.730055 0.0 -0.2 0.2
H -3.826720 3.322074 -3.745258 0.0 0.0 0.0
H -2.391989 2.992105 -4.751484 0.0 0.0 0.0
H -2.231878 3.905764 -3.239663 0.0 0.0 0.0
H -3.853439 0.582715 -4.121079 0.0 0.0 0.0
H -2.910921 -1.304659 -2.343277 0.0 0.0 0.0
H -1.018005 0.802711 3.246455 0.0 0.0 0.0
H -1.664658 3.454040 3.618569 0.0 0.0 0.0
H -1.899830 5.378042 2.213677 0.0 0.0 0.0
H -2.388082 5.078998 0.541152 0.0 0.0 0.0
H -0.687164 5.435929 0.928090 0.0 0.0 0.0
H 3.313362 0.182663 -0.659907 0.0 0.0 0.0
H 4.053514 2.370437 -2.164728 0.0 0.0 0.0
H 2.710304 4.749861 -2.394760 0.1 0.0 0.0
H 0.965430 4.561028 -2.584029 0.0 0.0 0.0
H 2.059391 3.849318 -3.784304 0.0 0.0 0.0
S 0.900264 -1.759114 2.228048 0.1 0.0 0.2
S 1.558854 -3.283490 0.954798 -0.2 0.3 0.0
S 2.536981 -2.433367 -0.656370 -0.2 0.2 0.0
S 1.124754 -1.904666 -2.105255 0.0 -0.1 -0.1
C -0.705940 -5.066067 -1.272259 -0.1 0.5 0.3
C -1.222171 -3.821576 -0.702639 0.1 -0.5 -0.2
N -1.587149 -2.819517 -0.281502 -0.4 0.1 0.1
H 0.224915 -4.802895 -1.776779 0.0 0.0 0.0
H -1.421403 -5.476557 -1.980552 0.0 0.0 0.0
H -0.515246 -5.771630 -0.467214 0.0 0.0 0.0

2.
9
Properties=species:S:1:pos:R:3:forces:R:3 method="wB97M-V/def2-TZVPD" charge=0 e_homo_ha=-0.3423 molar_mass_g_mol=76.0 homo_lumo_gap_ev=9.23 largest_force_ha_per_bohr=0.0660 relative_energy_kcal_mol=43.7
C -2.010967 0.251498 -0.471168 0.1 0.0 0.0
C 0.912880 -0.022211 -0.047763 -2.9 -1.8 0.1
O -2.788650 0.835109 0.233211 -0.2 0.2 0.0
P -1.135352 -1.291015 -0.008807 2.8 1.3 -0.3
H -1.757867 0.618214 -1.487225 -0.1 0.1 0.0
H 1.561358 -0.651980 0.533945 0.2 -0.1 0.1
H 0.630663 0.903565 0.420214 0.0 0.2 0.1
H 1.147311 0.038288 -1.094578 0.1 0.0 -0.2
H -1.354154 -1.112719 1.361474 0.0 0.0 0.3

3.
18
Properties=species:S:1:pos:R:3:forces:R:3 method="wB97M-V/def2-TZVPD" charge=+1 e_homo_ha=-0.5140 molar_mass_g_mol=102.1 homo_lumo_gap_ev=10.21 largest_force_ha_per_bohr=0.0399 relative_energy_kcal_mol=15.5
C -0.912211 0.180313 -1.332476 -2.0 0.5 -0.4
N -0.528667 0.623600 -0.211481 1.1 -1.1 -0.1
H -1.617305 0.836069 -1.830066 0.4 -0.2 -0.4
H -0.828234 -0.820891 -1.726085 0.8 -0.2 0.5
H 0.043896 0.005601 0.383651 -0.3 0.3 0.4
H -0.762058 1.578885 0.038995 -0.1 0.0 0.1
H -2.545970 3.322267 -1.714677 -0.1 -0.1 0.4
H -1.164068 2.874278 -2.105013 -0.1 0.0 0.2
O -1.852630 2.705011 -1.441652 0.1 0.8 -0.6
H 1.057085 1.661297 -3.754186 0.0 0.2 0.3
H 0.905138 0.189216 -3.881067 -0.1 -0.1 0.3
O 0.740543 0.902488 -3.245324 0.1 -0.1 -0.6
H 1.063958 -1.987501 1.019879 0.0 0.0 0.2
H 0.055793 -2.013010 2.171404 0.0 0.2 0.1
O 0.353831 -1.476569 1.426584 0.2 -0.1 -0.4
H 2.199914 -3.601317 4.380004 0.1 0.0 0.2
H 2.112625 -2.483319 5.444419 0.1 -0.1 0.0
O 1.785722 -2.759064 4.584242 -0.2 0.1 -0.4

4.
38
Properties=species:S:1:pos:R:3:forces:R:3 method="wB97M-V/def2-TZVPD" charge=+1 e_homo_ha=-0.4104 molar_mass_g_mol=576.6 homo_lumo_gap_ev=6.42 largest_force_ha_per_bohr=0.0183 relative_energy_kcal_mol=17.7
Ir -0.907672 0.002657 -0.142792 -0.5 0.8 -0.1
C -3.233594 1.745520 2.591827 0.0 0.0 0.0
C -3.172844 0.650397 1.572692 0.0 0.1 -0.1
C -3.843448 0.755030 0.358204 0.0 0.0 0.1
C -3.726898 -0.234962 -0.621383 0.1 0.0 0.0
C -2.999684 -1.401819 -0.375549 0.0 0.0 -0.1
C -2.378058 -1.559131 0.873747 0.3 -0.4 0.2
C -2.416242 -0.517914 1.811769 0.3 -0.2 0.0
H -4.215521 1.763232 3.068156 0.0 0.0 0.0
H -3.078566 2.716801 2.122142 0.0 0.0 0.0
H -2.483100 1.610016 3.367956 0.0 0.0 0.0
H -4.424515 1.644027 0.148315 0.0 0.0 0.0
H -4.212132 -0.102626 -1.579678 0.0 0.0 0.0
H -2.953471 -2.191489 -1.112583 0.0 0.0 0.0
H -1.847360 -2.474312 1.102865 -0.1 -0.1 0.0
H -1.893882 -0.629820 2.753430 -0.1 0.0 0.0
S 0.697317 1.229989 0.841901 -0.1 -0.1 -0.3
C 1.143117 2.400834 -0.391743 -0.1 -0.1 0.2
C 2.354465 3.116352 -0.159720 0.1 0.0 0.0
N 3.368032 3.615804 0.053426 0.0 0.0 0.0
C 0.379743 2.558378 -1.488192 -0.2 -0.1 0.0
S -1.070620 1.607319 -1.702830 0.4 0.1 0.0
C 0.687332 3.477765 -2.535950 0.1 0.1 0.0
N 0.914091 4.217380 -3.385381 0.0 0.0 0.0
C 3.700142 -0.148053 -0.698947 -0.1 0.0 0.0
As 2.351496 -1.515781 -0.660590 0.0 0.0 0.0
C 3.023252 -2.957328 -1.736906 0.0 0.0 0.0
C 2.138022 -2.158444 1.136036 0.0 0.0 0.0
S 0.482413 -1.026418 -1.654585 -0.1 -0.2 0.2
H 4.668978 -0.619022 -0.534947 0.0 0.0 0.0
H 3.506352 0.582756 0.080595 0.0 0.0 0.0
H 3.682679 0.332259 -1.675304 0.0 0.0 0.0
H 3.992774 -3.265889 -1.348785 0.0 0.0 0.0
H 3.133707 -2.606254 -2.761243 0.0 0.0 0.0
H 2.322508 -3.788063 -1.707230 0.0 0.0 0.0
H 3.077148 -2.603952 1.462384 0.0 0.0 0.0
H 1.348921 -2.907018 1.151609 0.0 0.0 0.0
H 1.885119 -1.318222 1.777287 0.0 0.0 0.0

5.
115
Properties=species:S:1:pos:R:3:forces:R:3 method="wB97M-V/def2-TZVPD" charge=-2 e_homo_ha=0.0200 molar_mass_g_mol=863.1 homo_lumo_gap_ev=1.13 largest_force_ha_per_bohr=0.1688
O -2.696455 -0.306489 -2.915298 1.1 -0.4 -0.1
C -2.769954 0.100748 -1.741832 -2.6 2.2 1.2
O -3.881944 0.614329 -1.283302 1.9 -1.0 -0.1
C -1.593460 0.092057 -0.746428 0.1 -2.7 -1.2
C -1.635760 -1.288442 0.032477 0.5 1.6 -0.7
C -1.295830 -2.383344 -1.034269 -0.8 0.5 1.5
O -2.047424 -3.229619 -1.355338 -0.3 -0.5 -0.5
Cl 0.349189 -2.382382 -1.863054 -0.1 0.3 0.4
H -0.602743 0.087778 -1.262874 -0.6 0.7 0.3
H -0.907581 -1.299935 0.877291 -0.4 -0.2 -0.6
H -2.682925 -1.406021 0.393285 0.8 -0.5 -0.3
O 1.066009 -2.107943 3.697251 -2.6 0.1 2.0
P 1.679627 -2.240689 5.081467 6.0 -0.1 -2.9
O 2.736052 -0.971256 5.022386 -0.5 -0.1 0.5
C 2.212774 0.340922 5.163994 0.0 0.1 0.2
C 1.978086 0.672902 6.628149 -0.1 0.1 0.1
O 2.752818 -3.454295 4.699017 -0.6 -0.5 0.6
C 2.433994 -4.399947 3.685482 0.2 0.1 -0.3
C 3.136910 -4.050661 2.390632 0.1 0.1 -0.2
O 2.134447 -2.486512 6.711520 -2.6 0.4 -0.1
C 1.392983 -3.461149 7.449407 0.3 -0.2 0.2
C 1.971831 -4.855902 7.276358 -0.2 -0.2 -0.2
H 1.290925 0.450374 4.584839 0.0 0.0 0.0
H 2.950302 1.029747 4.746605 0.0 -0.1 -0.1
H 1.173350 0.059364 7.039462 0.0 0.1 0.0
H 1.704310 1.724069 6.749174 0.0 0.0 0.0
H 2.873448 0.468524 7.218621 0.0 0.0 -0.1
H 1.354264 -4.475691 3.543834 0.0 0.1 -0.1
H 2.780728 -5.379480 4.032908 0.1 0.1 0.1
H 2.899083 -3.037195 2.065651 -0.2 -0.1 0.1
H 2.852998 -4.743535 1.594520 0.0 0.0 0.0
H 4.221531 -4.091229 2.520263 0.0 -0.1 0.1
H 0.338586 -3.435960 7.156783 0.0 -0.1 0.1
H 1.452695 -3.171802 8.501744 0.0 0.1 -0.1
H 1.698684 -5.271611 6.305768 0.1 0.0 0.0
H 1.585930 -5.531653 8.044118 0.0 0.1 0.0
H 3.060991 -4.835727 7.329775 -0.1 0.1 0.1
O -1.596094 4.414264 -4.008498 -2.8 2.9 -0.4
P -1.993026 4.331123 -5.460162 5.2 -6.7 -1.7
O -2.316188 2.737141 -5.591071 -0.4 1.2 -0.1
C -3.534267 2.232381 -5.019816 -0.5 -0.4 0.0
C -4.712045 2.487812 -5.946743 0.0 0.2 0.0
O -0.461980 4.328362 -6.100388 -0.4 1.1 -0.2
C 0.606747 4.975339 -5.418440 0.2 -0.3 0.1
C 1.454236 3.960612 -4.679307 0.1 -0.2 0.1
O -2.565963 4.576539 -7.031423 -1.5 2.0 2.3
C -2.684035 5.934946 -7.482179 0.1 0.1 -0.4
C -1.383113 6.440135 -8.083877 0.2 0.2 0.2
H -3.706447 2.673653 -4.035616 0.1 -0.1 0.0
H -3.403667 1.159682 -4.879367 0.2 0.1 0.2
H -4.920937 3.560320 -6.022111 -0.1 0.0 0.0
H -5.610499 1.989325 -5.579205 0.1 0.0 0.0
H -4.497359 2.131346 -6.956254 0.0 -0.1 0.1
H 0.233375 5.749981 -4.745648 0.0 -0.1 0.1
H 1.220202 5.477205 -6.174628 -0.1 0.0 -0.1
H 0.855724 3.363442 -3.990038 -0.1 0.2 0.0
H 2.245807 4.454930 -4.110401 0.0 0.0 0.0
H 1.912282 3.261769 -5.382649 0.0 0.1 0.0
H -3.012238 6.579553 -6.662005 0.0 0.1 -0.1
H -3.465336 5.945994 -8.245185 0.0 -0.1 0.1
H -0.661787 6.682173 -7.302439 0.0 -0.1 -0.1
H -1.555084 7.348940 -8.665585 -0.1 0.0 0.0
H -0.930127 5.683241 -8.725081 -0.1 0.0 0.0
O 8.246996 2.045338 5.948522 -0.6 3.1 1.2
P 8.331320 1.874877 7.455183 1.5 -6.9 -0.7
O 9.860594 1.251641 7.561814 -0.2 0.6 0.3
C 10.958850 2.131019 7.384803 0.1 0.0 0.1
C 11.254664 2.908453 8.656754 0.0 0.2 0.0
O 7.486955 0.452831 7.557740 -0.5 0.9 0.4
C 6.456706 0.149923 6.616331 0.0 -0.3 -0.3
C 6.966463 -0.813280 5.566148 0.1 -0.1 -0.2
O 8.278456 1.930863 9.158339 -0.3 2.6 -1.2
C 7.143649 2.575397 9.750290 -0.2 -0.2 0.4
C 5.983999 1.610919 9.935115 -0.2 0.0 -0.2
H 10.770968 2.810460 6.547225 0.0 0.0 0.0
H 11.821978 1.514174 7.124337 -0.1 -0.1 0.0
H 10.444311 3.605057 8.882279 0.0 0.0 0.0
H 12.180578 3.480400 8.554697 0.0 0.0 0.0
H 11.345850 2.233318 9.509126 0.0 0.0 -0.1
H 6.055228 1.059968 6.167209 0.1 0.0 -0.1
H 5.637664 -0.321556 7.167140 0.1 0.0 0.1
H 7.854328 -0.425145 5.063664 -0.1 0.2 0.0
H 6.199524 -1.008652 4.813257 0.0 0.0 0.1
H 7.255501 -1.761024 6.026446 -0.1 0.0 0.0
H 6.842536 3.438796 9.149267 0.0 0.0 0.1
H 7.466304 2.946518 10.726189 0.1 0.0 -0.1
H 5.478964 1.424468 8.986801 0.0 -0.1 0.0
H 5.244880 2.024748 10.625277 0.1 0.0 0.0
H 6.332266 0.649993 10.315378 0.1 0.1 0.0
O -7.490811 -0.762477 -6.648311 1.4 0.2 -3.8
P -7.807583 -2.173635 -7.118183 -3.4 -1.4 7.6
O -9.443260 -2.117693 -6.862048 0.0 0.0 -1.0
C -10.251045 -1.433685 -7.806028 -0.1 -0.1 0.0
C -10.534925 -2.301297 -9.021308 0.0 0.0 -0.2
O -7.394468 -2.892744 -5.686858 0.9 -0.4 -0.7
C -6.341937 -2.345333 -4.880575 0.0 0.2 0.4
C -6.900392 -1.532230 -3.738141 -0.2 0.2 0.3
O -8.018025 -3.758152 -7.694876 1.2 1.6 -2.6
C -6.869681 -4.399846 -8.273036 0.0 -0.5 0.2
C -6.029026 -5.098811 -7.218313 0.3 0.2 0.1
H -9.776942 -0.491971 -8.101164 0.0 0.0 0.0
H -11.189721 -1.189122 -7.303988 0.1 0.0 0.1
H -9.621461 -2.477117 -9.594192 0.0 0.0 0.0
H -11.264691 -1.821102 -9.678216 0.0 0.0 0.0
H -10.917622 -3.276966 -8.717766 0.0 0.1 0.0
H -5.654394 -1.754146 -5.486306 -0.1 0.1 0.1
H -5.771507 -3.186968 -4.479543 -0.1 -0.1 -0.1
H -7.564036 -0.741115 -4.093485 0.1 0.0 -0.1
H -6.099402 -1.068316 -3.156368 0.0 -0.1 0.0
H -7.494380 -2.162306 -3.071062 0.1 -0.1 0.0
H -6.272052 -3.674559 -8.832477 0.0 -0.1 -0.1
H -7.247245 -5.137836 -8.984851 -0.1 0.1 0.0
H -5.436778 -4.378926 -6.653324 0.0 -0.1 0.1
H -5.334812 -5.802255 -7.683626 -0.1 0.0 -0.1
H -6.659981 -5.633450 -6.507551 0.0 0.0 -0.1

6.
46
Properties=species:S:1:pos:R:3:forces:R:3 method="wB97M-V/def2-TZVPD" charge=0 e_homo_ha=-0.3246 molar_mass_g_mol=436.0 homo_lumo_gap_ev=8.82 largest_force_ha_per_bohr=0.1124 relative_energy_kcal_mol=108.8
O 3.724918 6.377582 -1.526404 -0.6 2.4 -1.6
Cl -0.244007 0.866494 6.084194 0.1 0.7 -0.2
N 0.619899 -0.381436 -1.153649 -3.2 0.3 1.2
N -0.201605 1.985910 2.264563 0.4 0.4 0.1
N 3.448452 2.712266 -1.323700 1.9 1.8 0.0
O -1.561908 -0.380144 -0.359635 1.4 -0.1 -0.6
O -0.123934 -4.999008 0.574875 1.8 0.2 -0.5
S -2.047568 2.157692 0.301234 -0.3 0.0 -0.1
C -0.482186 -1.016429 -0.804181 1.9 -5.4 -0.8
C -1.102671 0.901045 -0.415669 0.8 2.1 0.2
C 0.192709 0.898070 -0.857429 1.7 1.7 -0.2
C 0.156266 1.823485 3.523907 -0.5 -0.6 2.0
C 2.500762 1.799240 -1.328698 2.6 -1.6 -0.5
C -1.505855 1.962119 1.987025 0.7 -0.3 0.8
C 3.213919 3.987081 -0.935529 0.6 -2.9 -0.1
C -2.445044 1.684967 2.960343 -0.6 0.1 -0.8
C 1.913891 4.259583 -0.586090 -0.1 3.2 0.8
C -2.118569 1.445169 4.269877 1.1 0.7 0.9
C 0.933451 3.285914 -0.609294 -0.5 1.9 0.6
C -0.785798 1.588952 4.581362 1.0 -1.1 -1.3
C 1.254331 1.985756 -0.929741 -5.0 0.6 0.8
S 4.577389 5.344128 -0.982059 -1.4 -2.0 1.5
C 4.557415 5.802628 0.792857 -0.3 2.0 -0.1
C -1.406817 -4.714180 0.061279 -0.2 -0.1 0.7
C 1.063332 -4.498353 -0.210475 -0.4 -0.8 1.8
C -1.590919 -3.222293 0.045942 0.2 0.8 -1.8
C 1.103539 -3.000194 -0.358362 -3.2 -0.1 -1.5
C -0.431033 -2.596246 -0.784954 0.9 1.7 -0.6
H 1.198866 1.748412 3.876501 -0.3 0.3 -0.9
H 2.778677 0.786059 -1.575477 0.4 -0.1 -0.3
H -3.406313 1.551290 2.555296 -1.4 -0.1 0.1
H 1.702460 5.339014 -0.273893 -0.1 -1.7 -0.5
H -2.717207 1.184677 5.130184 -0.8 -0.2 -0.5
H -0.058056 3.669642 -0.339095 0.4 -0.8 -0.1
H 3.503472 6.044266 1.081253 0.8 -0.3 -0.5
H 5.162104 6.782557 0.953610 -0.8 -1.9 -0.5
H 4.904761 5.005763 1.391173 0.6 -0.8 0.8
H -1.484423 -5.069726 -0.976768 -0.3 -0.3 0.2
H -2.151791 -5.215245 0.769718 1.0 0.5 -1.2
H 1.920539 -4.682542 0.487359 -0.7 -0.8 -0.9
H 1.108004 -5.052249 -1.178939 0.1 0.4 0.7
H -1.463978 -2.783922 0.998962 -0.3 0.1 1.4
H -2.595829 -2.920556 -0.368044 1.0 -0.2 0.3
H 1.794748 -2.688469 -1.145137 -0.3 -0.1 -0.1
H 1.414223 -2.481174 0.514683 0.0 0.3 1.0
H -0.480474 -2.935449 -1.840830 -0.3 0.2 0.4